Entry 1:
Molecular formula: C29H56CeNO5P2SSi
Method: DFT, ωB97M-V with the def2-TZVPD basis set

Structure (XYZ):
```
96
Properties=species:S:1:pos:R:3:forces:R:3:lowdin_charge:R:1
C -0.7491 2.1640 -5.1344 0.416 0.433 -0.182 -0.02
C -0.7748 1.1414 -4.1694 -0.524 -0.903 0.159 -0.31
N 0.3604 0.8491 -3.4446 -0.083 -0.381 -0.085 -0.03
C 1.5480 1.3839 -3.8245 -0.042 0.650 -0.580 -0.31
C 1.6155 2.3477 -4.8286 0.558 -0.499 0.430 -0.03
C 0.4508 2.7785 -5.4631 -0.666 -0.338 0.154 -0.03
C -1.9592 0.2648 -4.1094 0.003 1.369 1.574 -0.33
P -2.2766 -0.8032 -2.6657 -0.009 1.080 -1.088 0.80
Ce 0.2036 -0.4706 -1.3298 -0.286 -1.527 -0.231 0.60
P 2.8617 -0.7595 -2.3803 0.652 1.321 -0.114 0.84
C 2.8397 0.9550 -3.1389 -0.112 0.188 0.032 -0.25
C 0.1168 -2.7728 -0.7665 -0.044 1.201 -0.121 -0.31
C -0.3456 -2.5842 0.5372 0.226 -0.916 0.012 -0.14
C -0.2071 -3.6460 1.4637 -0.151 0.227 -0.264 -0.06
C 0.3537 -4.8566 1.0469 -0.011 0.373 0.051 -0.06
C 0.7747 -5.0378 -0.2787 -0.126 0.370 -0.291 -0.06
C 0.6514 -3.9883 -1.2031 0.109 -0.558 0.488 -0.10
O -1.2950 -1.2667 -6.0411 -0.802 0.028 -0.735 -0.13
O 1.0543 -1.6493 -5.4604 -0.179 -0.280 -0.926 -0.20
H -1.6864 2.4148 -5.6326 0.359 -0.016 0.081 0.12
H 2.5989 2.7238 -5.1103 -0.333 0.010 0.041 0.12
H 0.4875 3.5515 -6.2315 -0.006 -0.213 0.228 0.12
C -3.3770 0.0789 -1.4832 -0.216 -0.171 0.035 -0.24
C -3.3493 -2.0730 -3.3850 0.018 -0.627 0.294 -0.22
H 3.6469 0.9680 -3.8929 -0.302 0.132 0.333 0.10
H 3.1065 1.7006 -2.3645 -0.119 -0.363 -0.237 0.11
H -1.6909 -0.6197 -5.2318 0.488 -0.353 -0.431 0.00
H -2.8676 0.7808 -4.4720 0.323 -0.213 0.195 0.10
C 4.0366 -0.4862 -1.0032 0.158 -0.204 0.155 -0.25
C 3.9047 -1.6225 -3.5821 -0.091 -0.738 -0.233 -0.24
H -0.8896 -1.6704 0.8431 0.393 -0.109 0.115 0.08
H -0.5490 -3.5126 2.4930 0.131 -0.145 -0.361 0.10
H 0.4725 -5.6685 1.7655 -0.069 0.227 -0.197 0.11
H 1.1958 -5.9985 -0.5924 -0.160 0.382 0.128 0.11
H 0.9605 -4.1250 -2.2433 -0.063 0.065 0.457 0.08
H 0.7031 -2.2229 -4.0858 -0.688 -0.017 1.714 0.09
H 1.3490 -2.4712 -5.8959 -0.235 0.570 0.040 0.06
H 0.0442 -1.4442 -5.8299 1.171 -0.343 0.337 0.01
H -1.6291 -0.9513 -6.8975 0.243 -0.176 0.386 0.08
H 0.4246 -2.4329 -3.2797 0.319 0.473 -0.971 0.04
H -4.2693 0.4254 -2.0193 0.166 0.055 0.131 0.06
H -3.6979 -0.6228 -0.6980 0.117 0.247 -0.170 0.04
H -2.8848 0.9400 -1.0042 -0.097 -0.245 -0.129 0.05
H -4.3834 -1.7090 -3.4484 0.272 -0.034 -0.014 0.06
H -2.9804 -2.3427 -4.3854 -0.066 0.069 0.408 0.05
H -3.3151 -2.9505 -2.7260 -0.194 0.070 -0.289 0.05
H 4.9016 -1.1646 -3.6314 -0.306 0.021 0.117 0.06
H 4.0182 -2.6627 -3.2513 0.016 0.145 -0.218 0.06
H 3.4418 -1.6008 -4.5763 0.001 -0.043 0.292 0.04
H 5.0409 -0.2870 -1.4042 -0.258 0.013 0.175 0.06
H 3.7177 0.3474 -0.3595 0.035 -0.322 -0.183 0.03
H 4.0708 -1.4092 -0.4063 0.095 0.303 -0.048 0.05
C -2.0571 -1.0852 3.7775 -0.127 -0.259 0.390 -0.03
C -2.6950 0.0209 2.9495 0.246 0.126 -0.391 -0.60
C -3.9240 -0.5181 2.2185 -0.008 0.073 0.035 -0.03
C -3.0646 1.1758 3.8662 -0.224 0.119 0.150 -0.03
O -1.7741 0.5065 1.8832 0.519 -0.240 0.154 -0.17
Si -0.1982 1.0014 2.1552 -1.072 -0.169 1.952 -0.09
S 0.8150 1.4488 0.4077 0.065 -0.316 -1.326 0.47
O -0.2226 2.2833 3.1846 0.287 0.166 -0.561 -0.16
C -0.2718 3.7499 3.1214 0.012 -0.508 -0.017 -0.62
C 0.2029 4.2738 1.7790 0.151 0.307 -0.135 -0.09
C -1.7139 4.1908 3.3287 -0.115 0.153 0.203 -0.04
C 0.6437 4.2508 4.2333 0.002 0.164 0.135 -0.03
O 0.4986 -0.2928 2.9067 0.322 0.526 -0.281 -0.18
C 1.7493 -0.4353 3.6357 -0.375 0.156 -0.060 -0.62
C 2.9264 -0.2350 2.6891 0.243 -0.064 0.072 -0.04
C 1.7993 0.5805 4.7707 0.250 0.096 0.329 -0.03
C 1.7355 -1.8509 4.2064 0.119 -0.068 0.063 -0.02
H -2.8275 -1.4878 4.4590 0.263 0.090 -0.296 0.11
H -1.2311 -0.7051 4.3956 -0.334 -0.208 -0.287 0.08
H -1.6918 -1.9012 3.1397 -0.077 0.256 0.229 0.07
H -4.6642 -0.8563 2.9579 0.180 0.080 -0.241 0.10
H -4.3852 0.2622 1.5980 0.140 -0.175 0.138 0.09
H -3.6562 -1.3758 1.5845 -0.041 0.197 0.143 0.08
H -2.1808 1.5624 4.3930 -0.333 -0.162 -0.194 0.08
H -3.5266 1.9915 3.2974 0.093 -0.183 0.146 0.09
H -3.7918 0.8170 4.6124 0.221 0.140 -0.221 0.10
H -0.4322 3.9152 0.9608 0.130 0.108 0.150 0.07
H 0.1495 5.3729 1.8033 0.023 -0.310 -0.054 0.10
H 1.2405 3.9878 1.5792 -0.170 0.045 0.006 0.07
H -2.0907 3.8698 4.3070 0.051 0.034 -0.234 0.09
H -1.7633 5.2897 3.2938 -0.023 -0.318 -0.026 0.10
H -2.3579 3.7806 2.5370 0.183 0.146 0.243 0.09
H 0.3242 3.8735 5.2147 0.095 0.008 -0.291 0.10
H 1.6853 3.9493 4.0464 -0.323 0.045 0.070 0.09
H 0.6112 5.3490 4.2699 0.021 -0.260 -0.012 0.09
H 2.9043 -0.9776 1.8821 -0.026 0.079 0.111 0.08
H 2.9153 0.7665 2.2382 0.019 -0.220 0.184 0.06
H 3.8631 -0.3608 3.2543 -0.229 0.052 -0.238 0.10
H 0.9174 0.4857 5.4187 0.164 0.050 -0.200 0.10
H 2.6909 0.3859 5.3889 -0.266 0.088 -0.190 0.10
H 1.8537 1.6118 4.3985 -0.047 -0.342 0.098 0.07
H 0.8679 -1.9938 4.8669 0.220 0.047 -0.220 0.09
H 1.7050 -2.5982 3.4021 -0.018 0.184 0.174 0.08
H 2.6468 -2.0118 4.8004 -0.240 -0.020 -0.161 0.10
```
Positions in Å, forces in eV/Å.

Calculated values
**HOMO level (alpha / beta)**: -10.170 / -10.170 eV
**Electronic energy**: -3414.97127 a.u.
**F_max**: 2.2 eV/Å
**Gap between HOMO and LUMO (alpha / beta)**: 5.853 / 5.813 eV
**ΔE to the lowest compared entry with this formula, charge and spin**: 17.7 kcal per mole
**Charge**: +1
**E_LUMO (alpha / beta)**: -4.32 / -4.36 eV

Entry 2:
Molecular formula: C7H23Br2CuN7O4
Method: DFT, ωB97M-V with the def2-TZVPD basis set

Structure (XYZ):
```
44
Properties=species:S:1:pos:R:3:forces:R:3:lowdin_charge:R:1
Cu 0.6838 0.8962 -1.3682 0.994 -0.175 -0.237 0.14
Br -0.5184 2.4699 -3.2043 0.105 -0.489 0.477 -0.30
Br 3.2423 1.5205 -1.9294 -0.951 -0.038 0.108 -0.15
C 1.9591 -0.8823 1.2828 1.493 0.628 -3.900 -0.87
O 1.6622 -0.5142 0.1574 -1.758 1.185 -1.588 -0.05
N 1.2109 -1.3312 2.1866 -4.258 -1.222 2.887 0.19
N 3.1973 -1.0261 1.5939 6.185 -0.390 1.521 0.15
H 0.2403 -1.3737 1.9104 -0.238 -0.352 0.960 0.08
H 1.6617 -1.6844 3.0186 -1.018 -0.103 0.264 0.04
H 3.4116 -1.6006 2.3966 0.299 0.262 -0.098 0.06
H 3.9894 -0.8063 1.0071 -0.665 0.163 -0.238 0.12
C 0.6386 3.4425 0.7741 1.285 -0.865 -0.767 -0.73
O 0.6445 2.3850 0.1743 -0.285 -1.144 0.157 -0.06
N 1.7132 3.9324 1.4087 0.969 -0.258 0.436 0.16
N -0.3883 4.2658 0.8157 -1.778 1.522 0.112 0.17
H 1.6756 4.8646 1.7957 0.472 -0.579 0.250 0.10
H 2.4520 3.2638 1.5737 0.181 0.502 0.031 0.11
H -1.1227 4.1014 0.1421 0.167 0.332 -0.060 0.11
H -0.0446 5.1959 1.0076 -1.142 0.251 -0.260 0.10
C 0.9489 -1.3008 -3.7171 0.466 0.696 6.118 -0.77
O 1.0657 -0.8529 -2.5578 -0.697 -0.293 -0.595 -0.07
N 0.6552 -2.5155 -3.9651 -2.567 -5.985 0.312 0.18
N 1.3302 -0.7559 -4.7813 2.127 6.171 -5.979 0.19
H 0.6058 -2.8262 -4.9248 0.042 -0.208 0.497 0.12
H 0.2621 -3.0780 -3.2240 0.014 -0.013 -0.262 0.12
H 1.6297 0.2015 -4.6634 0.192 0.276 0.200 0.10
H 0.7503 -0.7900 -5.6075 0.054 -0.431 0.082 0.13
C -1.6098 -2.0142 -0.5543 -0.052 -0.311 -0.582 -0.07
C -2.3229 -0.7404 -0.1057 -1.596 -2.015 1.152 -0.36
C -2.7000 -0.7073 1.4824 -0.604 -2.047 -1.921 -0.21
O -1.5066 -1.0910 2.1121 -0.753 1.459 2.317 -0.30
C -1.7166 -0.9335 3.5788 0.541 -0.257 -1.441 -0.24
N -1.3399 0.2599 -0.3564 0.371 2.264 0.664 0.03
H -1.9891 -3.0083 -0.3173 -0.223 0.214 0.550 0.07
H -0.5479 -1.9104 -0.3313 -0.017 -0.299 0.173 0.06
H -1.6906 -1.9287 -1.6379 0.308 -0.166 -0.250 0.07
H -3.1717 -0.6130 -0.7775 -0.378 0.161 0.452 0.13
H -3.4270 -1.4491 1.8130 -0.382 -0.916 -0.885 0.10
H -3.2561 0.1199 1.9234 0.994 1.330 -0.454 0.10
H -0.7316 -1.0702 4.0251 -0.250 -0.141 0.252 0.03
H -2.4772 -1.6440 3.9024 0.244 -0.388 0.090 0.06
H -2.1161 0.0500 3.8262 0.257 0.295 -0.216 0.05
H -1.1076 0.3580 0.6216 1.818 0.810 0.136 0.07
H -1.8455 1.1211 -0.5070 0.034 0.563 -0.467 0.07
```
Positions in Å, forces in eV/Å.

Calculated values
**<S²>**: 2.005
**HOMO level (alpha / beta)**: 0.531 / -5.237 eV
**Electronic energy**: -7753.29799 a.u.
**F_max**: 8.9 eV/Å
**Gap between HOMO and LUMO (alpha / beta)**: 1.995 / 6.772 eV
**ΔE to the lowest compared entry with this formula, charge and spin**: 30.4 kcal per mole
**Multiplicity**: 3
**Charge**: -1
**E_LUMO (alpha / beta)**: 2.53 / 1.53 eV